1.
# C25H29CoN4O6

A structure of composition C25H29CoN4O6 (ωB97M-V/def2-TZVPD, OMol25).

Structure (XYZ):
```
65
Properties=species:S:1:pos:R:3
Co -0.33495 -0.15949 -0.01817
C -1.46892 0.69450 2.83478
C -0.46158 1.83553 2.65453
O 0.27918 1.65169 1.45434
C 0.46757 2.81976 0.69026
C -0.80027 3.18081 -0.08689
O -1.26992 2.02850 -0.76338
C -2.65063 2.13971 -1.05112
C -3.16673 0.83310 -1.64627
O -2.92488 -0.29026 -0.83144
C -3.81712 -0.47007 0.25626
C -3.04783 -0.56949 1.58012
O -2.04131 0.42639 1.56856
H -2.25457 1.00027 3.54147
H -0.96501 -0.19243 3.23094
H 0.24417 1.83517 3.49261
H -0.99646 2.78989 2.62534
H 1.26817 2.58688 -0.01352
H 0.78274 3.66246 1.32035
H -0.58668 3.98190 -0.80755
H -1.57281 3.53855 0.60894
H -2.82063 2.94623 -1.77837
H -3.20830 2.37204 -0.13329
H -2.63985 0.63501 -2.58124
H -4.23796 0.94721 -1.86558
H -4.37118 -1.40466 0.09973
H -4.53275 0.35733 0.29988
H -2.59988 -1.56488 1.67530
H -3.73787 -0.40377 2.41891
C -1.08343 -0.99223 -4.30764
C -1.11838 -1.11621 -2.91238
N -0.20355 -0.58405 -2.13099
C 0.89437 -0.05974 -2.70051
C 1.05080 0.05989 -4.09803
C -0.01909 -0.36146 -4.90562
C 2.28707 0.54114 -4.62021
C 3.34505 0.77155 -3.80561
C 3.23266 0.61872 -2.39296
C 4.30680 0.78562 -1.50131
C 4.07751 0.64237 -0.15319
C 2.78176 0.36867 0.30488
N 1.76505 0.18985 -0.51117
C 1.97964 0.28153 -1.83502
H -1.89748 -1.39064 -4.89336
H -1.90984 -1.65248 -2.41092
H 0.02521 -0.23020 -5.97793
H 2.37555 0.67001 -5.68817
H 4.30111 1.07239 -4.20890
H 5.29604 1.00043 -1.88398
H 4.88514 0.73181 0.55735
H 2.57136 0.28751 1.36281
C 2.08697 -2.75697 4.57128
N 1.36011 -2.70221 3.32183
C 0.85065 -3.81566 2.76060
C 0.13103 -3.78074 1.61671
C -0.08810 -2.49697 1.02053
O -0.79180 -2.27953 0.00367
N 0.47301 -1.40717 1.57750
C 1.20437 -1.43978 2.71010
O 1.71092 -0.46201 3.23119
H 2.17661 -3.79057 4.89536
H 1.56245 -2.17906 5.33337
H 3.07887 -2.32288 4.44776
H 1.04164 -4.74212 3.28434
H -0.27386 -4.66672 1.16310
```

Summary:
E: -82264.725 eV
net charge: +1
multiplicity: 4


2.
# C25H29F3IrN5O5SSe2

A structure of composition C25H29F3IrN5O5SSe2 (ωB97M-V/def2-TZVPD, OMol25).

Structure (XYZ):
```
71
Properties=species:S:1:pos:R:3
Ir 0.43775 0.51342 0.98906
C -2.45483 -0.16644 3.97603
O -2.22437 1.08970 4.61523
C -1.10294 1.87970 4.52553
C -1.03242 2.93604 5.38767
C 0.01447 3.88426 5.31031
C 0.93413 3.81396 4.31249
C 0.87366 2.75303 3.36781
C 1.69640 2.83844 2.21560
N 1.55659 2.11727 1.12311
N 2.26771 2.52334 0.01570
C 1.95567 1.72814 -0.99141
O 1.08254 0.76571 -0.93960
C 2.66198 1.97149 -2.27396
C 2.98884 0.89905 -3.09481
C 3.70080 1.10441 -4.26744
C 4.08076 2.38890 -4.62860
C 3.75759 3.46259 -3.80922
C 3.06204 3.25608 -2.62780
C -0.06849 1.70479 3.57221
O -0.01300 0.57265 2.92275
H -3.23249 -0.62669 4.58046
H -1.57401 -0.80176 3.98711
H -3.55581 -1.01162 2.41925
H -1.81920 3.04551 6.12446
H 0.04778 4.69373 6.02665
H 1.68871 4.58194 4.19732
H 2.43005 3.63384 2.14686
H 2.73147 -0.10163 -2.78483
H 3.97419 0.26118 -4.88989
H 4.64214 2.55161 -5.53990
H 4.05503 4.46468 -4.08787
H 2.81811 4.08630 -1.97843
C -3.22051 -4.34709 -2.16373
Se -1.87872 -3.02252 -1.73482
C -0.28436 -3.98914 -2.32784
C 0.26711 -3.25715 -3.53989
Se 0.03150 -1.35149 -3.22753
C -0.69790 -0.92129 -4.96171
H -3.05810 -5.19087 -1.49690
H -3.15954 -4.65260 -3.20447
H -4.18725 -3.89529 -1.95989
H -0.55879 -5.01403 -2.56802
H 0.41102 -3.98197 -1.49221
H -0.30657 -3.48822 -4.43427
H 1.32393 -3.45392 -3.71757
H -0.02323 -1.30815 -5.72280
H -0.76519 0.16113 -5.03582
H -1.68399 -1.36857 -5.06079
C -4.94521 0.85511 1.17103
C -4.03467 1.08013 2.37336
C -3.05131 -0.06133 2.55651
N -1.98213 0.07018 1.53600
N -1.21303 -0.81064 1.20420
C -1.32698 -2.29008 1.49038
N -0.16357 -2.83301 1.18015
S -2.63880 -3.13316 1.96072
H -5.66833 1.66316 1.06823
H -5.49914 -0.08110 1.26945
H -4.36634 0.80700 0.24383
H -4.61907 1.17494 3.28927
H -3.47576 2.01100 2.24894
H 0.66473 -2.24188 1.06348
H -0.03837 -3.79430 1.45867
F 4.49465 -2.38192 -1.04281
C 4.01270 -1.46188 -0.21077
F 4.52196 -1.68239 0.99985
F 4.43343 -0.25840 -0.62703
C 2.46434 -1.46232 -0.20026
O 1.88523 -1.94080 -1.14596
O 1.95543 -0.96075 0.85919
```

Summary:
E: -196592.745 eV
net charge: +1
ΔE to the lowest compared entry with this formula, charge and spin: 116.0 kcal per mole
multiplicity: 2


3.
# C25H29IN2OS

The molecule C25H29IN2OS (ωB97M-V/def2-TZVPD, OMol25).

Structure (XYZ):
```
59
Properties=species:S:1:pos:R:3
C 2.08803 -3.60733 3.60241
C 1.03653 -4.04388 2.85833
C 0.06360 -3.02099 2.23379
N 0.58673 -2.05970 1.44128
C -0.35347 -1.15612 0.95796
C 0.17593 -0.03186 0.10838
C 1.72327 -0.03110 -0.17376
C 2.11418 -0.80128 -1.48459
C 1.10793 -1.54779 -2.26099
C 1.47934 -2.23347 -3.51960
C 2.86728 -2.12824 -3.97261
C 3.87909 -1.40599 -3.18882
C 5.38080 -1.28338 -3.63396
C 3.50877 -0.72527 -1.93551
C -0.70590 1.01867 -0.43271
C -0.22302 2.23792 -1.27275
I 0.52528 1.68224 -3.26509
C 0.81951 3.17125 -0.49889
C 0.63463 4.68316 -1.00240
C -2.18231 0.87085 -0.12495
C -3.23691 1.91055 -0.69051
O -3.22760 3.12847 0.05865
C -3.82168 2.99287 1.35265
C -3.24338 4.19211 2.23095
C -2.69520 -0.23501 0.70447
S -4.49438 -0.40207 1.07370
C -1.77573 -1.28158 1.28989
N -2.36957 -2.25841 2.08588
C -1.39716 -3.08237 2.54302
C -1.86313 -4.23714 3.51215
H 2.76320 -4.31644 4.15332
H 2.36842 -2.52391 3.69059
H 0.91221 -5.14781 2.76299
H 2.14638 1.00027 -0.25326
H 2.28297 -0.53136 0.67068
H 0.03919 -1.62449 -1.95374
H 0.68702 -2.77345 -4.09716
H 3.13802 -2.61765 -4.94004
H 5.88045 -0.36902 -3.21217
H 5.52049 -1.34008 -4.74193
H 5.91145 -2.16206 -3.15921
H 4.23492 -0.14726 -1.31199
H -1.08981 2.91920 -1.49936
H 0.67044 3.15112 0.60989
H 1.87544 2.90677 -0.79525
H -0.40946 4.90424 -1.33888
H 1.05032 5.41933 -0.27045
H 1.27871 4.75741 -1.93111
H -4.24887 1.45933 -0.84212
H -2.86038 2.17538 -1.72421
H -3.54102 2.05607 1.89971
H -4.95342 3.03301 1.32003
H -3.77119 5.15678 2.02990
H -3.19221 3.91918 3.31964
H -2.17293 4.30764 1.88302
H -5.03809 -0.47089 -0.19654
H -1.54519 -5.24836 3.14044
H -2.97358 -4.18815 3.68901
H -1.36496 -4.01988 4.50188
```

Summary:
E: -50354.819 eV
net charge: 0
SMILES: C=Cc1nc2c(Cc3cccc(C)c3)c([C@H](I)CC)c(COCC)c(S)c2nc1C


4.
# C25H29IrN7O5S

A structure of composition C25H29IrN7O5S (ωB97M-V/def2-TZVPD, OMol25).

Structure (XYZ):
```
68
Properties=species:S:1:pos:R:3
Ir 0.10684 0.33611 -1.00260
O -0.94453 4.65526 3.15027
C -0.69814 3.66504 2.28988
C 0.17262 2.60471 2.56766
C 0.37394 1.66162 1.58726
N -0.25128 1.73831 0.42033
C -1.11523 2.71689 0.14778
C -1.36775 3.70998 1.06034
C -1.75989 2.58657 -1.21692
O -2.60924 3.33873 -1.60587
O -1.26529 1.57797 -1.92810
C 1.28246 0.45358 1.66680
O 1.64755 0.00355 2.72887
O 1.55003 -0.05190 0.49071
H -0.42515 4.56710 3.95907
H 0.69199 2.50600 3.51246
H -2.06456 4.50281 0.82608
C 1.62763 -2.60685 -2.28423
C 0.31079 -2.16521 -2.81115
N -0.30944 -1.02980 -2.51909
C -1.49196 -0.99843 -3.24512
C -1.57079 -2.13068 -3.98200
N -0.43400 -2.85140 -3.69578
H 1.94250 -1.93630 -1.48508
H 2.38422 -2.59463 -3.07046
H 1.57481 -3.62160 -1.88958
H -2.15535 -0.15358 -3.20325
H -2.31857 -2.47748 -4.67192
H -0.18410 -3.73860 -4.10139
C 3.02126 3.02373 -4.18641
C 3.16239 2.81824 -2.67375
C 3.65982 4.09223 -2.00754
C 4.10584 1.65326 -2.37696
N 1.85851 2.53760 -2.04237
N 1.20982 1.33131 -2.46969
H 3.99644 3.15953 -4.65542
H 2.41897 3.90777 -4.40100
H 2.54982 2.16032 -4.66440
H 4.65238 4.34406 -2.37935
H 3.71930 3.96355 -0.92649
H 2.99768 4.93257 -2.22535
H 5.13457 1.95774 -2.56481
H 3.92091 0.78630 -3.01951
H 4.02684 1.34917 -1.33164
H 1.20189 3.30549 -2.07471
H 1.93053 0.74573 -2.88015
H 0.48427 1.54048 -3.15780
S -3.97956 -2.75597 3.22470
C -2.78961 -2.10873 2.09041
C -3.30395 -1.26982 1.10250
C -2.43511 -0.68404 0.21041
N -1.10807 -0.89086 0.24058
C -0.62085 -1.72252 1.16895
C -1.42390 -2.34435 2.10752
C -3.00001 -3.66575 4.39239
C -2.95962 -3.20659 5.70915
C -2.29282 -3.96447 6.66790
N -1.75118 -5.06674 6.22750
C -1.72545 -5.59648 5.03123
C -2.38474 -4.87204 4.04741
H -4.36303 -1.05907 1.03503
H -2.79918 -0.01292 -0.55690
H 0.44738 -1.88260 1.16379
H -0.95069 -2.97500 2.84485
H -3.43755 -2.28299 6.00524
H -2.20425 -3.69215 7.71448
H -1.23543 -6.55070 4.87090
H -2.43374 -5.27311 3.04438
```

Summary:
E: -60723.913 eV
net charge: +2
ΔE to the lowest compared entry with this formula, charge and spin: 23.8 kcal per mole
multiplicity: 2


- The lowest E belongs to which entry?
  C25H29F3IrN5O5SSe2


- The lowest E belongs to which entry?
  C25H29F3IrN5O5SSe2


- Look up the E of the third one.
  -50354.819 eV